Entry 1:
{"formula": "C5H11N2", "method": "ωB97M-V/def2-TZVPD", "species": ["C", "C", "C", "C", "C", "N", "N", "H", "H", "H", "H", "H", "H", "H", "H", "H", "H", "H"], "xyz": [[-0.65, -0.26, 0.13], [-2.09, -0.40, 0.52], [1.22, -0.11, -0.61], [0.97, -1.74, 1.49], [-0.23, 1.93, -0.90], [0.58, -0.66, 0.62], [-0.16, 0.50, -0.98], [-2.78, 0.09, -0.23], [-2.48, -0.92, 1.45], [1.97, 0.71, -0.52], [1.50, -0.82, -1.37], [0.16, -1.87, 2.15], [1.19, -2.65, 0.88], [1.78, -1.32, 2.18], [-0.05, 2.33, 0.02], [0.47, 2.41, -1.51], [-1.03, 2.47, -1.40], [-0.38, 0.29, -1.93]], "homo_lumo_gap_ha": 0.3366, "total_charge": 1, "e_homo_ha": -0.45418, "de_lowest_kcal_mol": 84.6, "energy_ha": -306.24867}

Entry 2:
{"formula": "C6H7BrClN2S", "method": "ωB97M-V/def2-TZVPD", "species": ["C", "C", "C", "C", "C", "C", "N", "N", "S", "Cl", "Br", "H", "H", "H", "H", "H", "H", "H"], "xyz": [[0.88, 1.52, 0.32], [1.12, 1.90, -0.97], [1.09, -1.69, -1.22], [-0.27, 0.02, 1.75], [-0.57, -0.11, -2.12], [-1.39, -0.95, 2.04], [0.26, -1.10, -1.85], [-0.13, 0.58, 0.66], [0.39, 1.49, -2.43], [2.27, -2.81, -1.32], [-2.65, -1.03, 0.51], [1.43, 1.82, 1.08], [1.93, 2.58, -1.07], [0.33, 0.32, 2.63], [-1.44, -0.20, -2.74], [-1.74, -0.95, 3.13], [-0.80, -1.81, 1.87], [-0.71, 0.42, -0.25]], "homo_lumo_gap_ha": 0.2740, "total_charge": 1, "e_homo_ha": -0.43479, "de_lowest_kcal_mol": 0.0, "energy_ha": -3774.31408}

Entry 3:
{"formula": "C7H26O7", "method": "ωB97M-V/def2-TZVPD", "species": ["O", "C", "C", "O", "H", "H", "H", "H", "H", "H", "C", "O", "H", "H", "H", "H", "C", "O", "H", "H", "H", "H", "C", "O", "H", "H", "H", "H", "C", "O", "H", "H", "H", "H", "C", "O", "H", "H", "H", "H"], "xyz": [[1.18, -3.74, 0.41], [1.86, -2.59, 0.84], [2.52, -1.89, -0.32], [3.54, -2.71, -0.91], [1.79, -4.35, -0.02], [1.08, -1.98, 1.30], [2.50, -2.81, 1.70], [2.93, -0.97, 0.09], [1.77, -1.65, -1.07], [4.03, -2.16, -1.52], [-3.06, 1.78, -3.83], [-2.38, 2.45, -2.75], [-4.01, 1.40, -3.45], [-3.17, 2.42, -4.71], [-2.53, 0.86, -4.06], [-2.19, 3.35, -3.03], [-0.92, 1.25, 2.43], [-0.73, 2.56, 2.83], [-1.92, 1.05, 2.83], [-0.93, 1.21, 1.34], [-0.26, 0.46, 2.80], [-1.05, 2.60, 3.74], [2.08, 2.87, -1.15], [2.74, 4.08, -1.41], [1.05, 2.79, -1.51], [2.50, 1.98, -1.60], [2.09, 2.84, -0.06], [3.67, 3.92, -1.24], [-0.77, -0.20, -0.93], [-1.92, 0.57, -0.80], [0.12, 0.43, -0.92], [-0.73, -0.88, -0.08], [-0.76, -0.77, -1.86], [-2.03, 1.01, -1.65], [-1.46, -2.26, 3.00], [-0.92, -3.11, 3.92], [-1.30, -1.24, 3.34], [-1.00, -2.30, 2.01], [-2.54, -2.33, 2.85], [-0.86, -3.94, 3.45]], "homo_lumo_gap_ha": 0.3823, "total_charge": 0, "e_homo_ha": -0.36614, "smiles": "OCCO.CO.CO.CO.CO.CO", "de_lowest_kcal_mol": 99.3, "energy_ha": -808.82982}

Entry 4:
{"formula": "C27H27GeMnOS3", "method": "ωB97M-V/def2-TZVPD", "species": ["Mn", "S", "C", "C", "C", "C", "C", "C", "S", "H", "H", "H", "H", "C", "Ge", "C", "C", "C", "C", "C", "C", "C", "C", "C", "C", "C", "C", "C", "C", "C", "C", "H", "H", "H", "H", "H", "H", "H", "H", "H", "H", "H", "H", "H", "H", "H", "O", "S", "C", "C", "C", "C", "H", "H", "H", "H", "H", "H", "H", "H"], "xyz": [[-0.15, 1.97, -0.49], [-0.43, 4.02, 0.79], [-0.60, 2.83, 2.12], [-1.71, 2.82, 3.05], [-1.81, 1.96, 4.11], [-0.80, 1.06, 4.37], [0.27, 1.04, 3.48], [0.32, 1.86, 2.35], [1.65, 1.68, 1.19], [-2.37, 3.66, 2.90], [-2.67, 2.05, 4.71], [-0.76, 0.44, 5.28], [1.11, 0.37, 3.66], [2.47, -1.71, 1.96], [2.08, -0.41, 0.50], [3.73, -0.03, -0.41], [4.41, -1.14, -0.86], [5.73, -1.05, -1.38], [6.35, 0.20, -1.34], [5.66, 1.35, -1.02], [4.36, 1.20, -0.55], [0.55, -1.13, -0.58], [-0.16, -2.21, -0.17], [-1.06, -2.85, -1.07], [-1.39, -2.30, -2.27], [-0.80, -1.10, -2.62], [-1.12, -0.47, -3.86], [-0.60, 0.70, -4.23], [0.33, 1.33, -3.37], [0.76, 0.73, -2.20], [0.19, -0.51, -1.83], [3.33, -2.31, 1.72], [1.63, -2.34, 2.32], [2.61, -1.20, 2.92], [3.96, -2.09, -0.73], [6.31, -1.94, -1.66], [7.42, 0.27, -1.57], [6.19, 2.29, -0.97], [3.85, 2.10, -0.14], [-0.05, -2.55, 0.83], [-1.43, -3.87, -0.74], [-1.98, -2.81, -3.01], [-1.81, -0.97, -4.55], [-0.71, 1.14, -5.21], [0.85, 2.22, -3.65], [1.67, 1.07, -1.81], [-1.75, 0.79, -0.13], [-3.14, 1.06, 0.57], [-4.26, 0.53, -0.74], [-4.61, -0.91, -0.49], [-4.55, -1.19, 0.97], [-3.33, -0.50, 1.53], [-3.60, 0.70, -1.62], [-5.14, 1.17, -0.62], [-3.86, -1.53, -0.99], [-5.58, -1.09, -0.88], [-4.34, -2.20, 1.23], [-5.46, -0.82, 1.45], [-2.46, -1.03, 1.11], [-3.30, -0.36, 2.61]], "homo_lumo_gap_ha": [0.2690, 0.2651], "total_charge": 1, "e_homo_ha": [-0.38209, -0.38553], "spin_multiplicity": 6, "de_lowest_kcal_mol": 0.0, "s2": 8.759, "energy_ha": -5542.59066}